No. 1
{
  "formula": "C21H53N11O22S",
  "method": "the ωB97M-V functional and the def2-TZVPD basis",
  "elements": ["C", "N", "O", "O", "H", "H", "H", "C", "N", "O", "O", "H", "H", "H", "C", "N", "O", "O", "H", "H", "H", "C", "N", "O", "O", "H", "H", "H", "C", "N", "O", "O", "H", "H", "H", "C", "N", "O", "O", "H", "H", "H", "C", "N", "O", "O", "H", "H", "H", "C", "C", "O", "S", "O", "O", "O", "H", "H", "H", "H", "C", "O", "N", "C", "C", "H", "H", "H", "H", "H", "H", "H", "C", "O", "N", "C", "C", "H", "H", "H", "H", "H", "H", "H", "C", "O", "N", "C", "C", "H", "H", "H", "H", "H", "H", "H", "C", "O", "N", "C", "C", "H", "H", "H", "H", "H", "H", "H"],
  "positions_angstrom": [[-3.67333, 2.86054, 1.31478], [-4.24470, 1.89228, 0.33918], [-3.97758, 0.71565, 0.45485], [-5.02458, 2.35456, -0.46699], [-3.58620, 3.79775, 0.78441], [-2.73880, 2.49668, 1.71857], [-4.40362, 2.89850, 2.12087], [3.94879, 5.31993, 1.98377], [3.42313, 4.79509, 0.70708], [3.18475, 3.59770, 0.64668], [3.23777, 5.58232, -0.19583], [4.83051, 4.74520, 2.24809], [3.19574, 5.20335, 2.75495], [4.17406, 6.37071, 1.84613], [-3.48418, -2.17822, -0.65706], [-3.80288, -3.37870, 0.17894], [-3.53406, -4.48373, -0.25920], [-4.32473, -3.18309, 1.25379], [-2.95430, -1.48137, -0.03160], [-4.44291, -1.80403, -1.01542], [-2.99761, -2.54179, -1.55622], [-0.72398, -1.09702, -4.28794], [-1.37261, -2.15788, -5.09279], [-1.62918, -1.91213, -6.25573], [-1.67599, -3.17317, -4.50771], [-1.48291, -0.62679, -3.67506], [-0.35232, -0.33694, -4.97199], [0.06144, -1.52405, -3.68166], [0.50906, 4.43377, -1.53751], [-0.70055, 4.96926, -0.88899], [-1.48023, 4.16630, -0.40705], [-0.78771, 6.17050, -0.78058], [0.26257, 3.57050, -2.14692], [1.15040, 4.10933, -0.71939], [1.01631, 5.21855, -2.08009], [4.82937, 0.53747, 3.62646], [4.28316, 1.73404, 4.31001], [3.42155, 1.55662, 5.14945], [4.75089, 2.80933, 4.00756], [5.75456, 0.81862, 3.14291], [4.08595, 0.21658, 2.89869], [4.93766, -0.25884, 4.35403], [-0.25084, 3.68932, 4.72328], [0.71919, 3.90585, 3.60040], [0.65333, 4.95407, 2.99066], [1.51835, 3.02438, 3.37758], [-0.46355, 4.66911, 5.13714], [0.25260, 3.06815, 5.45377], [-1.14075, 3.23942, 4.29633], [0.18832, -1.01275, 5.19819], [-1.12350, -0.96455, 5.93927], [-2.12540, -0.90453, 4.89437], [-1.46393, -0.56075, 3.48804], [-2.05134, 0.59288, 2.93728], [-1.33321, -1.73909, 2.71722], [-0.05822, -0.11231, 4.09411], [0.40051, -1.99054, 4.75876], [1.06100, -0.66205, 5.73966], [-1.26201, -0.04362, 6.50288], [-1.27334, -1.84961, 6.55184], [1.06255, -5.86704, -0.20493], [2.08505, -5.72069, -0.86102], [0.28181, -4.88126, 0.27114], [0.64114, -3.49433, 0.08027], [-0.76013, -5.16339, 1.25379], [0.62893, -6.86577, -0.02932], [1.23161, -3.35717, -0.81992], [1.19222, -3.14608, 0.96374], [-0.25910, -2.89031, -0.03624], [-1.16015, -6.15972, 1.07975], [-0.34537, -5.13086, 2.26586], [-1.55168, -4.43360, 1.14015], [-4.68032, -0.65192, -4.38277], [-4.57922, -1.41924, -3.44834], [-4.19179, 0.61372, -4.39814], [-4.38968, 1.48357, -5.52997], [-3.45514, 1.09993, -3.25823], [-5.18608, -0.90833, -5.32619], [-3.43292, 1.69609, -6.01270], [-4.83278, 2.41971, -5.17797], [-5.07182, 1.02391, -6.23763], [-2.54312, 1.60976, -3.60409], [-4.00580, 1.91573, -2.77178], [-3.22138, 0.28672, -2.58487], [2.56098, -3.73120, -3.40107], [1.78668, -3.36073, -4.26498], [3.58386, -2.97002, -2.93653], [4.45522, -3.45750, -1.89480], [3.75773, -1.61005, -3.37650], [2.46076, -4.71632, -2.93504], [4.27453, -4.51030, -1.68897], [4.30158, -2.91593, -0.95284], [5.50784, -3.35603, -2.17854], [4.05704, -0.97129, -2.54252], [4.57748, -1.56066, -4.10178], [2.84394, -1.21845, -3.81153], [-0.42185, -0.17180, -0.31961], [-0.89131, -0.60303, -1.35913], [0.89494, 0.03173, -0.07621], [1.29951, 0.92863, 0.98658], [1.89544, -0.35009, -1.02720], [-1.05499, 0.12249, 0.53275], [0.50516, 1.03428, 1.72428], [1.44749, 1.93178, 0.57425], [2.20938, 0.60948, 1.49132], [1.62971, -1.19319, -1.65703], [2.14473, 0.48410, -1.69735], [2.80743, -0.61204, -0.48447]],
  "lumo_energy_ev": -0.457,
  "e_above_lowest_kcal_mol": 0.00,
  "e_tot_ha": -3487.07337,
  "gap_ev": 8.43
}

---

No. 2
{
  "formula": "C21H54ClGeIMnN2O4S2Si3",
  "method": "the ωB97M-V functional and the def2-TZVPD basis",
  "elements": ["Mn", "Cl", "C", "C", "O", "O", "H", "H", "S", "C", "C", "C", "O", "H", "H", "H", "H", "H", "H", "I", "C", "H", "H", "N", "C", "C", "N", "C", "C", "H", "H", "H", "H", "H", "H", "H", "H", "H", "H", "H", "C", "Si", "C", "C", "Ge", "Si", "C", "C", "C", "Si", "C", "C", "C", "H", "H", "H", "H", "H", "H", "H", "H", "H", "H", "H", "H", "H", "H", "H", "H", "H", "H", "H", "H", "H", "H", "H", "H", "H", "H", "H", "C", "S", "C", "O", "H", "H", "H", "H", "H", "H"],
  "positions_angstrom": [[-1.52477, -1.36310, 0.29364], [-1.40888, 3.10945, 1.68689], [-2.18069, 1.62271, 1.02313], [-1.12216, 0.57046, 0.74593], [-0.62731, -0.07345, 1.76280], [-0.69512, 0.38602, -0.45795], [-2.69842, 1.89731, 0.11326], [-2.87866, 1.25755, 1.76111], [-3.69094, -1.06897, 0.27380], [-2.12164, -1.06430, -3.31069], [-2.45761, -2.29542, -2.52231], [-3.75296, -2.98753, -2.78418], [-1.76405, -2.64897, -1.59040], [-3.02761, -0.51867, -3.57218], [-1.60050, -1.33227, -4.23556], [-1.47085, -0.41850, -2.72062], [-4.15174, -2.77180, -3.77577], [-4.43780, -2.62034, -2.01072], [-3.64161, -4.06348, -2.64491], [-0.29351, -4.04493, 2.37382], [-2.02881, -2.97971, 1.40609], [-2.63609, -2.79188, 2.28187], [-2.47659, -3.80047, 0.85655], [3.40742, -1.74224, -1.44464], [2.34660, -2.37454, -2.29461], [1.01620, -1.87171, -1.76425], [0.81531, -2.20639, -0.35521], [1.90938, -1.73446, 0.46915], [3.27133, -2.19732, -0.02262], [3.24937, -0.72224, -1.47644], [4.33851, -1.91188, -1.81413], [2.43164, -3.45843, -2.20662], [2.49670, -2.07665, -3.33164], [0.19919, -2.28578, -2.33838], [0.99642, -0.77698, -1.85486], [0.61690, -3.19396, -0.21967], [1.75817, -2.06985, 1.49298], [1.89026, -0.63813, 0.45788], [3.37248, -3.28279, 0.00870], [4.06736, -1.75140, 0.57364], [4.07661, 4.85782, -1.41286], [3.13558, 3.57684, -0.35105], [2.24922, 4.58206, 0.99188], [4.60038, 2.69717, 0.49689], [1.56878, 2.07235, -1.41368], [2.94458, 1.69483, -3.39597], [3.72171, 2.93919, -4.62163], [4.54124, 0.80546, -2.72367], [2.23489, 0.41647, -4.64749], [0.09740, 3.70305, -2.44541], [-1.13204, 4.68710, -1.38735], [0.93318, 5.10364, -3.43364], [-0.95631, 2.78771, -3.73806], [4.48077, 5.68033, -0.80998], [3.42776, 5.29413, -2.17531], [4.91427, 4.37868, -1.93062], [2.91290, 4.87331, 1.81321], [1.43262, 3.98748, 1.41195], [1.80891, 5.49273, 0.57221], [5.11197, 3.35678, 1.20756], [5.33959, 2.37173, -0.24336], [4.24556, 1.81636, 1.03910], [4.09429, 3.82048, -4.09199], [2.97497, 3.28382, -5.34426], [4.55713, 2.50993, -5.18780], [5.39663, 1.48217, -2.81641], [4.81003, -0.12002, -3.25341], [4.44679, 0.60467, -1.64786], [1.64115, 0.95913, -5.39150], [1.55670, -0.30698, -4.17978], [3.01209, -0.13202, -5.19267], [-0.68320, 5.01957, -0.44924], [-2.01119, 4.08988, -1.12761], [-1.48112, 5.57272, -1.92754], [1.39756, 5.82858, -2.75837], [0.21047, 5.64954, -4.05282], [1.71559, 4.71716, -4.09129], [-1.67867, 2.13789, -3.23090], [-0.32934, 2.14659, -4.36718], [-1.51030, 3.46848, -4.39304], [3.21934, 0.45333, 3.70067], [1.64071, 0.43684, 2.77166], [0.86529, 1.60589, 3.90140], [2.00640, 1.18669, 1.53762], [3.63181, 1.46218, 3.68387], [3.90353, -0.24437, 3.21636], [3.03481, 0.12344, 4.72602], [0.84420, 1.15239, 4.89364], [-0.14474, 1.78999, 3.55069], [1.44436, 2.53043, 3.89358]],
  "lumo_energy_ev": [1.604, 1.607],
  "e_above_lowest_kcal_mol": 56.99,
  "multiplicity": 5,
  "charge": -1,
  "e_tot_ha": -6893.71316,
  "s_squared": 6.244,
  "gap_ev": [4.97, 4.98]
}

---

No. 3
{
  "formula": "C21H54F2O16P2S5",
  "method": "the ωB97M-V functional and the def2-TZVPD basis",
  "elements": ["C", "C", "P", "C", "P", "C", "F", "C", "C", "O", "F", "H", "H", "H", "H", "H", "H", "H", "H", "H", "H", "H", "H", "H", "H", "C", "C", "O", "S", "C", "O", "O", "H", "H", "H", "H", "H", "H", "H", "H", "C", "C", "O", "S", "C", "O", "O", "H", "H", "H", "H", "H", "H", "H", "H", "C", "C", "O", "S", "C", "O", "O", "H", "H", "H", "H", "H", "H", "H", "H", "C", "C", "O", "S", "C", "O", "O", "H", "H", "H", "H", "H", "H", "H", "H", "C", "C", "O", "S", "C", "O", "O", "H", "H", "H", "H", "H", "H", "H", "H"],
  "positions_angstrom": [[-6.95033, -0.83330, 1.14068], [-6.13989, -1.74553, 2.06489], [-4.84181, -2.73358, 1.19211], [-4.04149, -3.55415, 2.62415], [-3.35303, -1.26319, 0.33306], [-2.79337, -2.42027, -0.96219], [-2.30767, -0.05554, -0.36300], [-2.37798, -0.99155, 1.91089], [-1.15953, -1.84799, 1.99783], [-0.85968, -2.64817, 2.82207], [-0.32115, -1.59692, 0.96612], [-7.66005, -0.24907, 1.73572], [-7.52109, -1.43601, 0.43076], [-6.33495, -0.11858, 0.59675], [-6.81555, -2.51091, 2.46607], [-5.73538, -1.20407, 2.92725], [-3.16498, -4.12820, 2.33110], [-4.78550, -4.25598, 3.01411], [-3.79688, -2.86362, 3.43741], [-4.38808, -0.38709, -0.00517], [-3.53838, -3.20004, -1.10422], [-2.65689, -1.85904, -1.88648], [-1.83889, -2.85695, -0.66214], [-2.01581, 0.03922, 1.86891], [-2.99058, -1.10837, 2.80018], [-3.68596, -9.94104, 3.52851], [-3.34277, -8.92229, 4.59485], [-2.00249, -8.39579, 4.45334], [-1.76026, -7.30909, 3.32078], [-0.19264, -6.73907, 3.87287], [-2.73311, -6.26762, 3.46857], [-1.61493, -7.95799, 2.05507], [-3.75003, -9.48190, 2.54343], [-4.64844, -10.39819, 3.75936], [-2.92595, -10.72080, 3.48601], [-4.05041, -8.09233, 4.60464], [-3.34886, -9.37798, 5.58268], [-0.31244, -6.27205, 4.84598], [0.15010, -6.01142, 3.14020], [0.48815, -7.58466, 3.91849], [1.73771, -0.51634, -0.94672], [2.50361, -0.69433, -2.23912], [2.24329, 0.36836, -3.19318], [2.94361, 1.76496, -2.95324], [2.64677, 2.45777, -4.53958], [4.34911, 1.55089, -2.76118], [2.22112, 2.51361, -1.97013], [2.09664, 0.35006, -0.39199], [1.86351, -1.39981, -0.32356], [0.67630, -0.37085, -1.14506], [3.57926, -0.76425, -2.07115], [2.19016, -1.59845, -2.75618], [3.18163, 1.87363, -5.28296], [3.01894, 3.48018, -4.50962], [1.57616, 2.45012, -4.72458], [7.03290, -0.36403, -3.08932], [7.85281, 0.58102, -3.93747], [9.27619, 0.30718, -3.87877], [9.82037, -0.92376, -4.71649], [11.52861, -0.51316, -4.63516], [9.35353, -0.80725, -6.06515], [9.59397, -2.13830, -3.99625], [7.06221, -1.38036, -3.48156], [6.00092, -0.01393, -3.07605], [7.41244, -0.39040, -2.06760], [7.53594, 0.56738, -4.98100], [7.76107, 1.60202, -3.57365], [11.68967, 0.42364, -5.16049], [12.06866, -1.32358, -5.11932], [11.81748, -0.43614, -3.59072], [-7.16016, 3.56203, 2.73917], [-6.26754, 4.38371, 1.83312], [-4.88520, 3.95410, 1.87265], [-4.50869, 2.63582, 1.07499], [-2.76319, 2.82946, 1.09291], [-4.99959, 2.74762, -0.26410], [-4.85990, 1.48636, 1.85940], [-7.25486, 2.53696, 2.38366], [-8.15416, 4.00843, 2.77157], [-6.75437, 3.53040, 3.75010], [-6.61412, 4.36665, 0.79921], [-6.23494, 5.42142, 2.15753], [-2.50432, 3.71471, 0.51919], [-2.34996, 1.93666, 0.62307], [-2.43233, 2.91630, 2.12488], [1.56775, 9.40927, -1.64751], [1.92444, 8.79736, -0.30878], [2.01132, 7.35577, -0.35864], [3.32241, 6.72539, -1.00584], [3.09993, 5.08281, -0.43345], [4.46588, 7.32575, -0.38696], [3.20394, 6.75072, -2.43254], [2.36958, 9.27801, -2.37200], [1.38645, 10.47721, -1.52281], [0.66986, 8.94375, -2.05351], [2.86169, 9.19645, 0.08107], [1.14630, 8.99494, 0.42578], [3.16279, 5.07451, 0.65118], [3.89694, 4.48481, -0.86836], [2.13843, 4.71790, -0.77934]],
  "lumo_energy_ev": 0.318,
  "e_tot_ha": -4909.71507,
  "gap_ev": 8.18,
  "smiles": "CCP(C)[PH](C)(F)CC(=O)F.CCOS(C)(=O)=O.CCOS(C)(=O)=O.CCOS(C)(=O)=O.CCOS(C)(=O)=O.CCOS(C)(=O)=O"
}